Record 1
92
Properties=species:S:1:pos:R:3:forces:R:3 method="wB97M-V/def2-TZVPD" homo_lumo_gap_ev=6.70 charge=-1 total_energy_ha=-5860.046355 lumo_energy_ev=1.620
I 2.02345 -2.68655 -0.38541 -0.30 -0.40 0.35
Nb -1.42428 -0.79353 0.41609 0.18 -0.89 -0.85
Br -0.30318 2.53906 0.09262 -0.79 -0.30 -0.07
Cl -6.29387 -1.92791 0.09636 1.17 0.17 1.19
Cl -4.04299 -1.27582 -1.89262 0.42 0.09 1.17
F 5.48498 1.44056 -3.66684 0.53 -0.31 -0.04
F -2.27979 6.16296 1.00254 0.00 0.02 0.12
F -4.07795 -6.08949 4.44874 0.08 0.00 0.06
F 3.15654 -0.89210 3.84637 0.00 0.07 0.01
F 0.11979 5.47914 -4.83125 -0.10 0.10 -0.07
C -7.72664 -6.79293 2.70362 -0.03 0.00 -0.03
C -1.98582 1.43458 0.23978 -1.60 -0.41 0.65
C 7.93490 2.44983 -6.12853 -0.11 -0.26 -0.01
C -5.27157 -6.31971 3.87743 -0.56 -0.09 -0.29
C -2.51802 6.26633 -0.31582 -0.10 0.03 -0.66
C -4.61978 -1.60555 0.76300 1.98 0.42 -1.17
C 5.20028 -2.91785 6.03231 0.04 0.00 -0.27
C 5.85242 -3.29738 3.74248 -0.14 0.10 0.29
C 1.90439 4.02786 -5.34695 -0.04 0.08 -0.23
C 2.23230 3.52821 -2.62742 -0.01 0.09 -0.36
C -2.14528 2.01125 2.83978 0.43 -0.65 -0.36
C 6.32426 1.38679 -4.71344 0.42 -0.04 -0.50
C -5.59235 -5.67965 2.69270 0.19 0.15 -0.09
C 1.08509 4.63825 -4.41261 0.51 -0.46 0.26
C 4.08751 -1.76293 4.25472 0.35 -0.35 0.14
C 6.00882 -3.55896 5.10029 0.06 -0.05 0.00
C 0.51106 -3.37798 1.01192 -1.80 -0.68 1.75
C 2.90375 3.16348 -4.91434 -0.13 0.09 0.30
C 8.05046 1.27660 -6.86602 0.03 -0.03 -0.05
C -7.39421 -7.42578 3.89645 0.11 0.17 -0.18
C -4.36987 -1.68255 2.30214 -2.01 -0.71 -0.32
C -2.73630 5.23846 -2.46591 -0.03 0.29 0.08
C 1.23914 4.40098 -3.05788 -0.14 0.16 0.15
C 7.06269 2.50843 -5.04853 -0.03 0.19 0.14
C 6.43290 0.21105 -5.43587 -0.14 -0.18 0.06
C -6.82516 -5.92194 2.09931 -0.04 -0.17 0.23
C -2.48374 5.12863 -1.10400 -0.08 -0.23 0.13
C 4.88270 -2.39842 3.31586 0.01 0.05 -0.25
C 3.06549 2.91186 -3.55536 -0.08 0.01 0.13
C 7.29778 0.15807 -6.52202 0.05 0.30 0.10
C -6.15718 -7.19294 4.48531 0.07 -0.08 0.19
C -3.03451 7.61862 -2.22353 0.03 -0.30 0.01
C -3.58834 -1.29357 -0.11199 -2.61 -0.75 0.33
C 4.23717 -2.00998 5.60885 -0.11 0.07 0.14
C 0.76324 -2.83198 2.49282 0.16 -0.58 -1.28
C -0.98827 -3.03908 0.56237 0.79 -0.25 -0.74
C -2.79289 7.51016 -0.85901 0.03 0.16 0.16
C -3.00878 6.48239 -3.02556 -0.02 0.05 -0.06
C -2.89285 1.92180 1.44166 0.33 0.88 0.24
H 1.12701 -1.77820 2.42229 -0.43 -0.86 0.39
H 6.76296 -4.26412 5.43112 -0.05 0.04 -0.01
H -3.29695 2.94698 1.20639 0.20 -0.85 0.19
H -5.11594 -2.43058 2.71395 0.73 0.77 -0.37
H 3.60442 -1.49469 6.32078 -0.02 -0.01 -0.07
H -1.08197 -3.43510 -0.49945 -0.17 0.53 0.96
H -8.09863 -8.10072 4.36810 0.06 0.02 -0.01
H -3.20117 6.56762 -4.08899 0.03 -0.01 0.06
H 1.52807 -3.50571 2.96822 -0.66 0.85 -0.18
H -1.75119 -3.61278 1.16441 0.96 0.35 -0.29
H -8.69000 -6.97802 2.24242 0.06 0.01 0.03
H 1.75822 4.22949 -6.40136 -0.03 0.02 0.04
H -2.26026 4.16835 -0.65400 -0.01 0.13 -0.02
H 0.59652 -4.50356 1.06181 0.29 1.20 -0.37
H 4.74088 -2.18865 2.26251 -0.08 0.02 0.04
H -2.61594 1.52899 -0.69774 1.07 0.27 0.73
H -7.08323 -5.43204 1.16817 0.07 0.03 0.07
H -1.74438 -0.64246 2.19813 0.42 0.34 0.51
H -1.03480 -0.83284 -1.37993 0.49 0.53 -0.07
H 0.58634 4.89628 -2.34879 -0.05 -0.05 -0.04
H -4.88065 -4.99857 2.24144 0.00 -0.03 0.02
H -2.67758 1.39473 3.61440 0.42 0.76 -0.62
H -3.24307 8.58782 -2.66108 0.00 -0.03 0.05
H 8.52421 3.31910 -6.39468 -0.06 -0.03 0.03
H 8.72792 1.23240 -7.71108 -0.04 0.01 0.05
H 3.55594 2.68533 -5.63659 -0.06 0.02 0.00
H -1.98335 3.06170 3.19935 -0.33 -0.93 -0.38
H -2.71992 4.35330 -3.09067 0.04 0.02 0.07
H 0.32431 -0.35760 0.69706 -0.19 -0.19 -0.02
H -1.13277 1.52848 2.71842 -0.99 0.58 0.26
H -3.36108 -2.05941 2.58784 -0.70 0.70 -0.51
H 2.35537 3.32873 -1.56991 -0.07 0.00 -0.06
H 5.31993 -3.12506 7.08916 -0.02 0.04 -0.05
H -0.23182 -2.89730 3.01857 1.14 0.16 -0.33
H -5.87757 -7.68350 5.40953 0.02 0.05 -0.02
H -3.78522 1.23745 1.53578 0.95 0.55 -0.34
H 6.95273 3.41599 -4.46793 -0.03 -0.06 0.01
H 5.84459 -0.65139 -5.14770 -0.01 0.06 0.02
H -2.81638 8.38234 -0.21684 0.02 -0.05 0.01
H 7.38563 -0.75418 -7.09956 -0.02 0.03 0.06
H 6.48534 -3.79453 3.01730 -0.07 0.03 0.01
H -4.64358 -0.70094 2.77644 0.61 -0.86 -0.34
H 3.83957 2.23611 -3.22192 -0.45 0.25 0.02

---

Record 2
89
Properties=species:S:1:pos:R:3:forces:R:3 method="wB97M-V/def2-TZVPD" homo_lumo_gap_ev="7.63 / 6.54" multiplicity=5 charge=+1 de_lowest_kcal_mol=4.9 total_energy_ha=-4487.349533 lumo_energy_ev="-2.237 / -3.924"
Pd 1.15234 0.62817 0.19635 0.04 0.09 -0.07
Br 3.18433 2.86094 1.71665 -0.01 -0.01 -0.02
N 1.41628 0.84806 2.37312 0.03 0.02 0.00
N -0.50286 -0.76585 0.18505 -0.01 0.09 0.05
N 0.77249 -2.68636 -0.27011 -0.03 -0.01 -0.06
N 0.58088 2.79459 -0.44018 0.02 -0.17 0.05
N -1.50436 -2.83495 -0.19100 0.00 0.02 -0.05
C -1.60379 3.07162 1.64015 -0.04 -0.01 -0.01
C -2.15291 4.48467 -2.94236 0.01 0.00 -0.01
C 0.02088 3.45692 -2.66839 0.01 0.04 -0.02
C 2.49279 -0.92679 -0.05425 -0.01 0.05 0.01
C -0.22146 3.43481 -1.24013 -0.01 0.03 0.07
C 2.26063 1.72223 2.90136 -0.01 0.02 0.02
C -1.82045 -0.24373 0.35663 -0.03 -0.02 -0.05
C -0.38179 5.25166 1.30942 -0.01 -0.01 0.01
C -1.82705 0.40466 -2.08074 0.00 -0.04 -0.01
C 2.50524 1.82048 4.26155 -0.01 -0.01 0.00
C 0.79636 -0.01020 3.19300 -0.01 -0.01 0.00
C -2.45863 -0.33768 1.59135 -0.01 -0.03 -0.01
C -1.46318 -4.25729 -0.33429 0.00 -0.02 0.01
C 4.41934 -2.91120 -0.38809 -0.01 0.01 0.00
C -1.67868 -6.19532 -1.73993 0.01 -0.01 0.01
C 2.67304 -4.70117 -0.60758 0.00 0.00 0.01
C 3.08012 -3.26441 -0.40760 0.00 0.00 0.00
C -1.11152 -6.43222 0.58512 0.00 0.01 0.01
C -4.40614 0.73079 0.69094 0.00 0.00 0.01
C 1.35578 3.06182 -3.26036 -0.02 -0.05 0.00
C -1.16109 -5.05480 0.77410 -0.02 0.00 0.00
C -0.90324 -4.44484 2.12399 0.00 0.01 -0.01
C 4.81380 -1.59350 -0.20136 -0.02 0.00 0.00
C 2.12014 -2.24967 -0.23596 0.00 -0.01 0.04
C -3.74709 0.14464 1.76129 0.00 -0.01 0.00
C -2.48194 0.33862 -0.73204 0.00 0.01 0.02
C -1.36687 -6.99996 -0.65444 -0.01 0.00 -0.01
C 1.84213 0.94613 5.10242 0.00 0.01 0.01
C 1.84488 1.64900 -2.93114 0.02 0.02 -0.01
C -3.77227 0.82400 -0.53908 0.03 0.02 0.00
C -0.39870 -2.04322 -0.08193 0.02 -0.05 0.03
C 0.97670 0.00664 4.55926 0.00 0.00 0.00
C -1.51044 4.34696 0.80292 -0.01 0.02 0.00
C 2.42061 4.09147 -2.86418 0.01 0.00 0.00
C -2.32470 4.58429 -1.56189 0.01 -0.01 0.01
C -1.71986 -4.81952 -1.57776 0.02 0.01 0.00
C -0.97523 3.95819 -3.47409 0.01 -0.01 0.00
C -1.37940 4.10856 -0.68338 0.00 -0.01 -0.01
C 3.85052 -0.61318 -0.03181 0.02 -0.02 -0.01
H -0.82634 3.96286 -4.54689 0.00 0.00 0.00
H 3.55224 -5.33312 -0.71063 0.00 0.00 0.00
H -0.86813 -5.21527 2.89151 0.01 0.00 0.00
H -0.88198 -7.06955 1.43005 0.00 0.00 0.00
H 1.05840 0.89744 -3.01294 -0.01 0.00 -0.02
H 5.86455 -1.33552 -0.18844 0.00 0.00 0.00
H 2.07104 -4.83710 -1.51201 0.00 0.00 0.00
H -0.33670 6.18627 0.74962 0.01 0.00 -0.01
H -0.64472 2.55305 1.68362 0.02 0.00 -0.01
H 0.04914 -3.90807 2.14236 0.01 0.01 0.00
H -0.85434 0.89153 -2.02465 0.00 -0.01 0.02
H 2.57041 4.08479 -1.78235 0.01 0.00 0.00
H 2.64278 1.36490 -3.61878 0.00 0.01 0.00
H 0.58410 4.75045 1.22237 0.00 0.01 0.00
H 0.14894 -0.72539 2.70581 0.02 0.00 0.00
H -1.68634 -3.73219 2.38742 -0.01 0.00 0.00
H 5.16539 -3.68474 -0.52143 0.00 0.00 0.00
H 2.09290 -5.08447 0.23755 -0.01 0.00 0.00
H -1.94766 -4.16813 -2.41207 0.00 0.01 0.00
H -1.65963 -0.59655 -2.48632 0.00 0.00 -0.01
H 1.22252 3.11905 -4.34380 -0.01 -0.01 0.00
H -2.91699 4.86517 -3.60671 0.00 0.00 -0.01
H 0.65830 -3.65861 -0.51295 0.00 0.01 0.01
H 2.00880 0.99195 6.17025 0.00 0.00 0.00
H -2.45180 4.88868 0.92957 0.00 0.00 -0.01
H -5.41085 1.11270 0.81231 -0.01 0.00 0.00
H 2.27678 1.60509 -1.92790 -0.02 -0.01 0.01
H -0.54252 5.49295 2.36109 0.00 0.00 0.00
H -4.28887 1.27739 -1.37659 0.00 0.00 0.00
H -1.94562 -0.81243 2.41838 -0.01 0.00 0.00
H -4.23310 0.06052 2.72406 0.00 0.00 0.01
H -3.21027 5.06635 -1.16651 0.00 0.00 0.00
H -1.32845 -8.07481 -0.77021 0.00 0.00 0.00
H -1.88334 -6.63345 -2.70697 0.00 0.00 0.00
H 3.20034 2.55670 4.63555 0.01 0.00 0.00
H -2.34956 2.38514 1.24156 0.02 0.04 0.01
H 3.37239 3.85116 -3.33944 0.00 0.00 0.00
H 4.16759 0.41408 0.11499 -0.01 -0.01 0.00
H -2.39776 -2.37427 -0.11607 0.01 -0.01 0.02
H -2.44385 0.96024 -2.78531 -0.01 0.00 -0.01
H 0.45435 -0.70505 5.18184 0.00 0.00 0.00
H -1.88984 3.32712 2.66230 0.01 0.00 0.01
H 2.13210 5.09904 -3.16385 0.00 0.00 0.00